Molecular formula: C6H12MgO9S
Method: DFT, wB97M-V/def2-TZVPD

## Properties
energy relative to the best compared isomer or geometry (same formula, charge and spin): 0.2 kJ/mol
largest force on an atom: 6.51 eV/Å
charge: -2

Structure (XYZ):
```
29
Properties=species:S:1:pos:R:3:forces:R:3:nbo_charge:R:1
H -29.32563 6.56046 -1.75095 0.6203 -0.0546 0.4799 0.115
H -25.74624 5.05769 -6.42608 1.2132 0.6514 -0.0887 0.108
H -33.54011 6.30443 -7.29772 0.4806 0.5689 0.1605 0.228
H -26.30901 5.27776 -4.74962 0.6679 0.6956 0.4571 0.123
H -30.74098 6.45908 -2.62603 -0.7010 0.6271 -0.3802 0.129
C -29.70394 6.77041 -2.75140 1.5172 -2.3238 -1.5271 -0.220
C -31.91703 6.67572 -8.81071 0.4465 -1.2448 0.1825 0.077
O -28.69297 2.87044 -3.69265 2.2687 -0.8419 5.0469 -1.181
C -30.10035 6.09189 -7.47108 1.0115 -2.1272 2.4861 0.983
O -29.39283 5.37988 -6.74082 -2.8979 3.7468 -3.6648 -0.530
O -30.07209 3.02588 -5.33414 -4.4933 2.8652 -3.7466 -1.222
H -25.19265 3.94120 -5.09191 0.5481 -0.2592 0.0267 0.103
H -31.02813 8.64716 -8.98382 0.3408 0.0937 0.2617 0.173
O -30.98591 5.62278 -8.40257 0.0188 0.6191 0.0591 -0.491
O -30.24112 7.47699 -7.43288 0.9490 -0.2902 0.6970 -0.499
C -31.32027 7.94660 -8.20153 -0.8829 -1.1164 -0.0728 -0.084
H -29.50504 7.82629 -2.93483 -0.5876 0.4542 -0.0587 0.118
H -33.47821 5.20273 -8.55567 0.0374 0.0489 -0.5596 0.242
O -28.75529 1.15469 -5.35877 0.7531 -1.9774 0.0953 -1.072
H -32.12941 8.35142 -7.59366 0.4495 0.5452 0.4173 0.178
O -30.58239 1.27540 -3.77684 -0.3535 -0.2904 1.0105 -1.076
S -29.53879 1.99610 -4.48566 0.3556 -2.8711 -1.0613 2.626
O -27.15066 3.82706 -5.85558 0.1389 0.4769 0.6050 -1.034
O -29.06153 5.97749 -3.75672 -0.7943 1.2147 1.0777 -1.084
Mg -28.83249 4.34666 -4.79033 1.5676 1.8782 -0.9409 1.807
H -34.06328 6.86330 -8.89995 -0.1277 -0.0522 -0.0164 0.195
C -26.00283 4.54683 -5.49802 -2.5847 -0.4826 -0.8104 -0.242
H -31.86017 6.75474 -9.89636 -0.1597 -0.3472 -0.0737 0.172
C -33.32523 6.26508 -8.36561 0.1981 -0.2069 -0.0621 -0.643
```
Forces are in eV/Å.

=====

Molecular formula: C32H67F3N2O14
Method: DFT, wB97M-V/def2-TZVPD

## Properties
energy relative to the best compared isomer or geometry (same formula, charge and spin): 543.0 kJ/mol
largest force on an atom: 6.08 eV/Å
SMILES: CCOC(=O)C(F)(F)F.COCCOCCOC.COCCOCCOC.COCCOCCOC.COCCOCCOC.CC#N.CC#N

Structure (XYZ):
```
118
Properties=species:S:1:pos:R:3:forces:R:3:lowdin_charge:R:1
C -0.49125 17.09318 -0.71752 1.2703 0.1178 -0.1324 -0.212
H 4.23546 28.26376 8.05361 0.6339 0.3264 0.3720 0.080
C -17.91318 25.99175 6.76897 0.3439 0.9017 0.0732 -0.107
H 3.16005 23.32272 14.42125 0.2437 -0.0894 -0.8213 0.072
H 1.81561 24.34375 3.54244 0.0345 -0.0212 0.4101 0.091
H -6.79990 29.57440 -1.67238 -0.2520 -0.2581 0.3536 0.079
C 1.68300 13.92298 -0.30337 -0.4041 1.2729 -0.8877 -0.066
H -0.29992 25.39194 11.21822 0.3643 -0.1486 -0.6352 0.122
H -7.12703 27.79121 -1.89019 0.0408 0.2131 0.1241 0.083
C -10.80557 23.94708 2.86644 1.0108 -0.1264 0.6863 -0.045
H -6.52828 28.84937 -3.19412 0.1128 -0.3163 -0.0964 0.081
C -16.48090 29.37202 7.08813 0.5463 0.2024 0.9417 -0.175
H -5.50077 19.24028 10.38910 0.3630 0.1188 -0.3260 0.074
H 7.98468 25.32474 6.20459 -0.0005 0.1013 -1.2895 0.077
C -10.14096 23.59028 4.25634 -1.6122 -1.3830 -1.7036 -0.204
H -13.47916 29.54506 9.83087 0.3317 0.2796 -0.1615 0.117
C 3.57884 27.50106 10.32995 -1.3321 0.5780 -0.4504 -0.218
H 3.80697 26.67244 9.65954 0.0388 -0.4609 0.0903 0.122
H 4.52441 27.96925 10.60337 0.1334 -0.2985 0.8802 0.125
C 8.60145 24.45529 6.43214 -0.4384 0.2866 0.6320 -0.117
O -4.46622 18.77691 -1.53260 -0.6865 0.8317 0.0980 -0.181
H 2.83649 29.08202 7.60184 -0.6946 -0.3029 0.2166 0.074
F -6.93778 26.01728 4.56851 0.5427 -0.8434 -0.9311 0.189
H 2.23607 27.80313 12.10515 0.4079 0.5352 -0.1779 0.131
H 1.58806 23.49471 14.97670 -0.5216 0.5827 0.1288 0.077
C -0.21652 15.60667 -0.41805 -0.4258 -0.6947 0.9526 -0.188
C -5.09456 28.38137 -1.74039 3.6149 -1.1423 0.4230 -0.274
H 3.31104 25.00762 4.34681 -0.6895 0.6298 0.3601 0.072
C -14.21391 29.09831 12.26451 2.1154 -0.6621 -1.6858 -0.091
C -8.60668 24.67150 5.77601 -2.4130 -1.5196 3.9650 -0.266
C -6.32600 19.68186 8.46199 0.2199 0.2143 1.3967 -0.276
H 5.45240 24.42940 4.23425 -0.5289 0.4237 0.7550 0.121
O -14.76607 28.62386 11.04701 -2.6999 -0.0982 0.1578 -0.194
H 1.47607 23.85752 11.85116 0.6277 0.0443 -0.1790 0.120
H -4.68191 17.75930 0.34398 0.7930 0.0000 -0.1522 0.090
C -6.48036 28.63630 -2.12622 0.1920 0.5682 -0.2076 -0.084
O -16.97371 27.05564 6.73209 0.3868 0.2074 -0.7072 -0.230
C 3.52499 28.99335 8.44221 -1.3848 -0.8067 0.1002 -0.075
C -4.89566 17.67693 -0.72168 -0.1386 -0.5043 -0.3587 -0.107
C 2.43262 24.10151 14.65020 0.1447 -0.7760 -1.1277 -0.087
H -7.08440 19.84844 10.41554 -0.1030 0.5701 -0.0874 0.077
O -9.12411 24.28187 6.88570 2.6935 1.7416 -5.1615 0.078
F -7.33322 26.55591 6.53658 0.0436 -0.4331 0.6971 0.154
H 0.86232 13.21970 -0.16196 -0.0914 0.0970 -0.4312 0.080
O 1.52336 26.33160 10.90385 0.1060 -0.3741 -0.5421 -0.129
H -14.91873 29.27242 13.07754 -0.1428 -0.4074 -0.4884 0.092
O -15.70268 29.47408 8.31536 -0.1874 -0.4088 -0.5237 -0.133
H 3.30262 26.40931 12.05777 -0.3779 -0.4088 0.3041 0.109
H 8.45168 24.74839 2.46796 -0.4875 -0.8774 -0.7868 0.119
C -7.21731 25.49277 5.73498 -1.0573 -0.7273 1.4416 -0.512
H -17.43879 25.04755 6.50151 0.1585 0.2522 -0.2064 0.087
O 2.15168 24.97517 13.51632 -0.6071 -0.6194 0.8631 -0.200
H -18.69450 26.26168 6.05849 -0.4555 -0.4806 0.0981 0.084
C -2.03789 18.82618 -1.41137 -0.0696 -0.5669 -0.1692 -0.147
H -5.70338 20.98755 10.01552 -0.2243 -0.1243 0.1625 0.079
O -9.15213 24.50878 4.56870 2.0217 2.4405 1.1519 0.008
C -13.98929 28.58389 9.89429 0.3839 1.1624 -0.5376 -0.208
H -1.18126 19.47659 -1.23456 0.1237 0.0237 0.4482 0.116
H 0.07538 26.52464 12.39967 0.4250 0.2942 0.5066 0.122
H -2.07182 18.69305 -2.49268 0.1236 -0.4078 -0.1866 0.119
O 6.65381 23.66305 2.98372 2.5724 -1.3906 -1.5358 -0.100
H 0.29767 24.00524 13.03169 -0.2398 0.3673 0.7011 0.113
H 0.02304 17.22632 -1.66929 -0.1636 0.4010 -0.3930 0.122
H 4.36734 21.97521 4.89690 -0.0517 0.8774 0.8493 0.130
H 9.12402 22.65968 3.75236 -0.2155 -0.3017 0.0651 0.120
O 3.53324 23.26255 3.43425 -1.0539 -0.7678 -1.0038 -0.207
H -17.01658 30.30043 6.89016 0.4396 0.4290 0.5888 0.123
H -3.39902 19.66355 0.00780 -0.2551 0.2464 0.2054 0.116
H -18.42190 28.58751 6.57663 -0.0677 -0.0096 -0.2486 0.123
O 8.55550 23.32581 5.55526 0.1224 1.3139 0.4509 -0.195
H -13.42641 28.36507 12.43855 -0.0798 -0.3534 1.3147 0.082
H 2.27978 13.78024 -1.20424 -0.5031 -0.5434 -0.2844 0.077
H -13.58349 29.97149 12.09649 -0.4287 0.7594 -0.1071 0.078
C 2.65020 27.03650 11.45025 0.3642 -0.7205 0.4054 -0.168
H 0.06091 17.69371 0.00538 0.0356 0.1464 0.1916 0.124
C -17.53426 28.33310 7.15584 0.1285 -2.8755 0.4075 -0.189
H -11.41878 24.84732 2.82612 0.0075 0.0273 0.6429 0.071
C 0.55559 25.76787 11.77933 0.8727 -0.0352 0.7462 -0.185
H -17.81878 28.04592 8.16810 -0.3885 1.1116 0.4338 0.130
H -0.62461 15.30043 0.54517 0.1884 0.3174 0.5157 0.115
H -3.26874 20.56476 -1.51279 -0.6819 -0.1952 -0.3806 0.123
N -3.96436 28.12413 -1.51358 -3.7076 0.9349 -0.5968 0.115
C 1.10802 24.57840 12.58122 0.4906 -0.0160 0.1741 -0.177
H 9.60237 24.82875 6.64843 0.2884 -0.2338 -0.2965 0.085
H -15.86841 29.19983 6.20308 0.3587 -0.1625 0.0228 0.129
C -6.12967 19.99003 9.90903 -0.2426 -0.6909 -0.7456 -0.068
O -1.85085 17.50788 -0.75860 -0.3182 0.8149 -0.3691 -0.146
C 8.96898 23.63001 4.22408 -1.4885 -1.1556 -0.8184 -0.178
F -6.21981 24.66784 6.22254 -1.1772 1.2502 -1.0542 0.126
H -0.85542 15.02031 -1.07842 0.5878 -0.3153 -0.7998 0.117
H -10.02378 24.11692 2.12611 0.0570 -0.2542 -0.0485 0.070
H -15.08982 27.42476 8.29932 -0.7489 -0.0790 0.7487 0.110
C -14.72179 28.42460 8.52945 -0.4376 0.2756 -0.1937 -0.151
H 7.60773 25.30357 3.76638 -0.2401 0.1210 0.6263 0.106
O 1.22353 15.32879 -0.44705 -0.8517 -0.4903 0.3240 -0.199
C 2.67180 24.13962 4.18535 2.3806 -0.9846 -0.1903 -0.064
H -9.53940 22.68450 4.18015 -0.6802 -0.5481 -0.2845 0.133
H 2.94211 24.57129 15.49152 -0.6478 0.9086 -0.2052 0.081
H -11.43778 23.11959 2.54448 0.1438 -0.0856 0.0775 0.073
C 4.61489 22.58276 4.02645 -0.4869 -1.2042 -2.2909 -0.216
O 2.84183 28.45625 9.62140 0.2216 1.6669 -2.1056 -0.192
H 8.12903 24.27375 7.39754 0.2897 -1.1581 0.0844 0.083
H 3.84407 30.03251 8.52249 0.7345 -0.2499 0.7502 0.080
H -5.96232 17.45290 -0.70949 -0.6066 1.3033 -0.4962 0.072
H 4.88301 21.75887 3.36508 -0.3674 -0.1848 -0.7068 0.130
H -13.21010 27.82721 9.98585 0.1157 -0.3765 -0.2189 0.122
C 7.89114 24.35278 3.31495 0.1006 0.5097 1.5021 -0.142
H -4.59295 16.74795 -1.20486 1.0519 -0.0682 0.5007 0.082
H -10.95016 23.42356 4.96733 0.4264 0.4495 0.5415 0.125
H 6.29051 23.18751 5.02268 0.9576 -0.2899 -0.3635 0.123
H -14.00504 28.50896 7.71260 0.7609 0.3655 0.2062 0.118
C 5.81957 23.41685 4.06680 0.1642 3.0631 3.3624 -0.241
H 2.48335 23.63751 5.13428 -0.6914 0.3037 0.1263 0.085
N -6.51332 19.44919 7.35797 -0.0248 -0.0765 -0.4198 0.116
H 9.98202 24.03103 4.19177 -0.1731 0.9435 0.0627 0.119
H -18.28477 25.88353 7.78794 -0.4302 -0.0358 0.0832 0.084
C -3.36704 19.57019 -1.07772 1.2706 -2.7613 1.1165 -0.178
H 2.41156 13.69232 0.47387 -0.2485 0.9773 0.6906 0.071
```
Forces are in eV/Å.

=====

Molecular formula: C8H6ClO3P
Method: DFT, wB97M-V/def2-TZVPD

## Properties
largest force on an atom: 3.86 eV/Å
charge: -2
calculated total energy: -36347.4299 eV
SMILES: O=P([O-])([O-])/C(=C\Cl)c1ccccc1

Structure (XYZ):
```
19
Properties=species:S:1:pos:R:3:forces:R:3:nbo_charge:R:1
C -1.02184 -0.29813 0.67687 0.7332 -2.7980 0.8028 -0.200
O -0.65919 3.58370 0.93501 0.6711 -0.1267 -0.5639 -1.250
H 0.56337 2.16087 -0.81493 0.5171 -0.6144 -0.2746 0.260
H -1.92784 -0.68991 1.11837 -0.7726 1.0300 -0.4738 0.212
Cl -4.38553 2.11399 -1.34156 -1.2861 -0.1156 -0.7211 -0.065
P -2.08190 3.19924 0.57977 0.1307 0.9080 1.5774 2.378
C -0.81783 0.75644 -0.17986 -1.1290 0.7460 1.0649 -0.002
C 0.49135 1.11848 -0.47398 -0.1931 0.4858 0.2613 -0.203
O -2.81723 2.59858 1.76422 -0.4425 -0.3132 0.2353 -1.233
C 0.02974 -1.12826 1.08781 0.9795 0.5208 0.2491 -0.239
H 2.56571 0.56816 -0.37124 -0.5072 -0.0634 0.3602 0.178
H -0.08555 -1.91285 1.81920 -0.5362 -0.2806 0.0035 0.180
O -2.84512 4.18393 -0.25578 -0.0710 0.5766 -0.4562 -1.230
C -2.94701 1.16652 -1.19018 0.2704 3.3927 1.8201 -0.271
C 1.33212 -0.82681 0.73221 1.0503 -0.0308 -0.7568 -0.268
H -3.10197 0.23144 -1.51645 -0.0393 -3.3015 -1.3800 0.162
C 1.53870 0.30226 -0.06171 0.7535 0.5213 -0.6227 -0.223
H 2.24619 -1.42086 0.99546 -1.1496 0.3741 0.0345 0.179
C -1.98919 1.64552 -0.41008 1.0210 -0.9110 -1.1602 -0.365
```
Forces are in eV/Å.

=====

The highest largest force on an atom belongs to which entry?
C6H12MgO9S

=====

Among the records above, which one has the highest largest force on an atom?
C6H12MgO9S

=====

Which formula does entry 2 have?
C32H67F3N2O14